Entry 1:
This record from the OMol25 dataset describes a molecular structure, C2H2Br6Ca2F2O2PRb. The level of theory is ωB97M-V/def2-TZVPD.

Positions of all 18 atoms, in Å:
Rb  -5.0829  -0.9225  2.9782
Br  0.9830  2.6940  -0.5278
Br  2.5283  -3.9500  -3.2795
Br  1.9044  -4.4040  -0.2005
Br  1.8709  3.1532  2.4610
Br  4.0951  -2.4265  -0.9261
Br  3.4642  1.0893  0.6490
Ca  -2.5117  3.8428  0.3298
Ca  -3.3827  1.8414  -2.6747
P  -2.1642  0.4293  0.3362
F  -0.8846  -0.3440  0.4638
F  -3.1549  -0.5078  1.0992
O  -2.6054  0.3958  -1.0965
O  -2.0773  1.7194  1.0834
C  2.4577  -3.1534  -1.5657
C  1.7722  1.8472  1.0606
H  1.0880  1.0800  1.3876
H  1.6998  -2.3842  -1.5780

The calculation puts the HOMO energy at -17.9 eV. The value obtained for the total energy is -17590.98678 hartree. As for the spin multiplicity: 1. The total charge is +4.

Entry 2:
This record from the OMol25 dataset describes 2 unconnected molecules or ions with the total composition C5H9NO. The level of theory is ωB97M-V/def2-TZVPD.

Positions of all 16 atoms, in Å:
O  -0.9024  -0.6640  1.0763
N  3.0625  1.6236  -1.9641
C  0.4275  1.2402  -0.0056
C  2.3603  1.0270  -1.2629
C  1.2232  0.3812  -0.6591
C  -2.2676  -0.3242  1.1473
C  0.9605  -1.0252  -1.1597
H  -2.4987  0.1216  0.1716
H  0.5245  -0.9836  -2.1622
H  0.8240  2.1641  0.3995
H  -2.8833  -1.2206  1.2562
H  -0.6278  1.0875  0.1142
H  0.2883  -1.5852  -0.5085
H  1.9064  -1.5734  -1.2430
H  -2.5544  0.4172  1.9094
H  -0.4290  -0.8232  1.8971

The calculation puts the HOMO energy at -9.4 eV. The value obtained for the total energy is -325.82839 hartree. As for the spin multiplicity: 1. Its energy above the lowest of the compared OMol25 structures with the same formula, charge and spin is 286.6 kJ/mol.

Entry 3:
This record from the OMol25 dataset describes 2 unconnected molecules or ions with the total composition Br2H4Si2. The level of theory is ωB97M-V/def2-TZVPD.

Positions of all 8 atoms, in Å:
Br  1.5179  -2.5337  0.4243
Br  0.2750  0.7489  1.2056
Si  -0.8223  1.1841  -0.6418
Si  3.2684  -2.2519  1.8017
H  -2.1606  1.8196  -0.3349
H  0.0066  1.9914  -1.3689
H  -0.8193  -0.1664  -0.9663
H  2.4737  -0.9704  2.4501

The calculation puts the HOMO energy (spin up / spin down) at -7.1 / -10.0 eV. The value obtained for the total energy is -5729.30840 hartree. As for the spin multiplicity: 3. Its energy above the lowest of the compared OMol25 structures with the same formula, charge and spin is 26.0 kJ/mol.

Entry 4:
This record from the OMol25 dataset describes a molecular structure, C14H35N6Ru. The level of theory is ωB97M-V/def2-TZVPD.

Positions of all 56 atoms, in Å:
Ru  0.2047  0.1570  0.1561
N  0.2084  0.6934  -2.2488
N  2.1718  -0.6537  0.8157
N  0.5515  0.6721  2.5962
N  -1.7298  1.2263  0.6558
N  -1.1484  -1.6248  0.5681
N  0.6973  0.9842  -5.1296
C  -1.7044  2.2559  1.7049
C  1.5710  -0.2380  3.1268
C  -0.3927  -2.4851  1.5034
C  0.3436  2.1591  -4.2679
C  0.9976  -2.9598  1.0701
C  0.1565  -0.2897  -4.5558
C  2.7066  -0.4186  2.1555
C  0.8123  1.9267  -2.8279
C  0.6148  -0.4598  -3.1016
C  -2.4290  -1.1326  1.1447
C  -0.6605  0.6433  3.4060
C  1.9482  -2.0304  0.3201
C  -2.8375  0.2486  0.6472
C  -1.7011  1.7217  3.1178
H  -3.2450  -1.8125  0.8891
H  -3.6560  0.5927  1.2829
H  -2.5638  2.9248  1.5965
H  1.4666  -3.3534  1.9741
H  -2.6762  1.3297  3.4111
H  2.9047  -2.5634  0.2699
H  -1.7698  1.7461  -0.2169
H  3.3476  -1.2404  2.4857
H  -3.2277  0.1756  -0.3686
H  -0.9640  -3.3981  1.7034
H  -0.3359  -1.9431  2.4457
H  0.3239  1.1221  -6.0771
H  -0.9323  -0.2568  -4.6191
H  -0.8208  2.8721  1.5177
H  -1.0886  -0.3558  3.3198
H  3.3250  0.4788  2.1225
H  -2.3353  -1.1407  2.2274
H  0.9014  -3.8195  0.4029
H  1.7037  -0.5377  -3.0655
H  0.1841  -1.3861  -2.7238
H  1.6167  -1.9250  -0.7256
H  0.5410  2.7988  -2.2343
H  -0.4072  0.7228  4.4721
H  -0.7375  2.3001  -4.3118
H  -1.5449  2.5930  3.7567
H  2.0025  0.1609  4.0531
H  -0.8041  0.7875  -2.3359
H  -1.3475  -2.1456  -0.2841
H  1.8992  1.8265  -2.7967
H  1.7151  0.9205  -5.2414
H  1.1037  -1.1851  3.3951
H  0.8087  3.0609  -4.6664
H  2.8114  -0.2231  0.1495
H  0.4965  -1.1368  -5.1518
H  0.9239  1.6144  2.4868

The calculation puts the HOMO energy (spin up / spin down) at -22.8 / -22.8 eV. The value obtained for the total energy is -976.25838 hartree. As for the spin multiplicity: 2. Its energy above the lowest of the compared OMol25 structures with the same formula, charge and spin is 186.1 kJ/mol. The total charge is +4.

Entry 5:
This record from the OMol25 dataset describes 3 unconnected molecules or ions with the total composition C3H10O4. The level of theory is ωB97M-V/def2-TZVPD.

Positions of all 17 atoms, in Å:
O  0.7539  1.0123  0.2504
O  -0.4560  3.1069  1.2498
O  0.0375  -0.9386  1.2219
O  0.9511  -3.2884  0.0602
C  0.2220  -0.0247  0.2230
C  -0.5374  -0.5321  -1.0467
C  -0.7673  0.5901  -2.1270
H  -0.9009  3.8474  1.3901
H  0.1773  -1.2414  -1.4561
H  -1.1242  2.3425  1.1487
H  -0.5528  1.5186  -1.6236
H  -0.1695  0.4734  -2.9095
H  0.2979  -0.6023  2.0087
H  -1.8184  0.6512  -2.5219
H  1.0224  -2.6269  -0.6302
H  -1.4893  -1.0262  -0.7734
H  0.7626  -2.6750  0.8134

The calculation puts the HOMO energy (spin up / spin down) at -15.2 / -15.1 eV. The value obtained for the total energy is -420.82772 hartree. As for the spin multiplicity: 2. Its energy above the lowest of the compared OMol25 structures with the same formula, charge and spin is 207.8 kJ/mol. The total charge is +1.

Entry 6:
This record from the OMol25 dataset describes a single C5H3NO molecule. The level of theory is ωB97M-V/def2-TZVPD.

Positions of all 10 atoms, in Å:
O  -2.5383  -0.7434  -0.1150
N  -0.8721  2.2874  0.6452
C  2.2126  0.3464  0.0600
C  1.0615  0.0148  -0.0175
C  -1.3632  1.2723  0.3870
C  -1.5017  -0.1471  0.0049
C  -0.1398  -0.7808  -0.2274
H  -0.0689  -1.6542  0.4279
H  3.2562  0.5406  0.1060
H  -0.1173  -1.1395  -1.2616

The calculation puts the HOMO energy at -10.7 eV. The value obtained for the total energy is -322.21525 hartree. As for the spin multiplicity: 1. Its energy above the lowest of the compared OMol25 structures with the same formula, charge and spin is 201.0 kJ/mol.

Entry 7:
This record from the OMol25 dataset describes a single C2H3FNP molecule. The level of theory is ωB97M-V/def2-TZVPD.

Positions of all 8 atoms, in Å:
P  -1.5984  0.3407  -0.8727
F  -1.3418  -1.2076  -1.4012
N  1.9064  0.2362  -0.2219
C  -0.5113  0.1050  0.7214
C  0.8812  0.1839  0.3813
H  2.1685  0.3133  -1.1977
H  -0.7263  -0.8675  1.1656
H  -0.7783  0.8960  1.4251

The calculation puts the HOMO energy (spin up / spin down) at -7.1 / -6.4 eV. The value obtained for the total energy is -573.87921 hartree. As for the spin multiplicity: 1. Its energy above the lowest of the compared OMol25 structures with the same formula, charge and spin is 141.2 kJ/mol.